Entry from OMol25: the ion C7H13NO2P with charge +1 at a distorted geometry (ωB97M-V/def2-TZVPD).

Geometry (Å):
O (0.13, -1.65, 0.96)
P (-0.56, -0.54, 0.22)
C (0.93, -0.05, -0.94)
N (1.98, -0.98, -0.48)
C (2.89, -0.21, 0.36)
C (1.98, 1.03, 0.66)
O (1.41, 1.22, -0.62)
C (-1.26, 0.87, 1.01)
C (-2.53, 1.00, 0.63)
C (-3.01, 0.23, -0.51)
C (-2.06, -0.93, -0.73)
H (0.67, -0.07, -1.96)
H (2.42, -1.63, -1.18)
H (1.36, -1.44, 0.37)
H (3.79, 0.09, -0.18)
H (3.15, -0.84, 1.25)
H (1.19, 0.91, 1.34)
H (2.57, 2.02, 1.01)
H (-0.70, 1.47, 1.58)
H (-3.16, 1.70, 1.01)
H (-4.07, -0.05, -0.43)
H (-2.79, 0.87, -1.35)
H (-2.43, -1.84, -0.23)
H (-1.90, -1.16, -1.80)

SMILES = O=[P@]1([C@@H]2[NH2+]CCO2)C=CCC1
highest occupied orbital energy = -0.5183 hartree
multiplicity = 1
ΔE to the lowest compared entry with this formula, charge and spin = 0.00 kJ/mol
total charge = +1
LUMO energy = -3.00 eV

***

Entry from OMol25: a cluster of 5 separate species, C17H39IN2O11S2 in total at a distorted geometry (ωB97M-V/def2-TZVPD).

Geometry (Å):
C (3.34, -3.11, 1.25)
C (2.90, -1.54, 1.39)
C (3.30, -0.60, 0.09)
N (2.50, -0.83, -1.15)
C (1.08, -0.31, -1.10)
C (0.22, -1.69, -0.93)
C (-1.25, -1.55, -0.25)
C (-2.52, -1.65, -1.33)
O (-2.62, -2.75, -2.09)
O (-3.50, -0.53, -1.37)
C (0.70, 1.04, -0.26)
S (-0.92, 1.88, -0.84)
C (0.64, 1.05, 1.37)
C (0.07, 2.49, 2.02)
C (-1.48, 2.37, 2.57)
S (-2.61, 3.74, 1.97)
O (-3.75, 3.09, 1.14)
O (-3.26, 4.39, 3.22)
O (-1.81, 5.00, 1.13)
O (1.68, 2.02, -0.84)
C (1.30, 2.05, -2.30)
O (1.18, 3.09, -3.13)
C (1.02, 0.43, -2.61)
N (2.31, 0.08, -3.37)
I (-0.54, -0.12, -4.02)
H (4.01, -3.35, 0.32)
H (2.35, -3.76, 1.16)
H (3.85, -3.44, 2.28)
H (1.73, -1.51, 1.54)
H (3.35, -1.08, 2.39)
H (4.43, -0.91, -0.17)
H (3.39, 0.53, 0.44)
H (2.56, -1.82, -1.47)
H (0.84, -2.44, -0.25)
H (0.06, -2.29, -1.95)
H (-1.39, -2.51, 0.44)
H (-1.41, -0.63, 0.46)
H (-3.96, -0.65, -2.27)
H (-1.99, 1.42, -0.04)
H (1.75, 0.96, 1.80)
H (0.04, 0.18, 1.87)
H (0.73, 2.70, 2.99)
H (0.26, 3.41, 1.31)
H (-1.91, 1.36, 2.15)
H (-1.53, 2.30, 3.76)
H (-2.27, 5.86, 1.36)
H (2.25, -0.86, -3.81)
H (2.37, 0.85, -4.10)
C (0.99, 4.38, 5.51)
O (-0.01, 3.40, 5.69)
H (1.92, 3.90, 5.21)
H (0.68, 5.09, 4.74)
H (1.15, 4.91, 6.46)
H (-0.82, 3.86, 5.96)
C (-6.90, 0.05, -3.29)
O (-6.47, -0.48, -4.53)
H (-6.69, -0.67, -2.50)
H (-6.36, 0.98, -3.09)
H (-7.98, 0.24, -3.33)
H (-6.67, 0.19, -5.21)
C (-2.60, -5.31, 0.91)
O (-2.17, -5.85, -0.33)
H (-2.39, -6.04, 1.70)
H (-2.06, -4.39, 1.12)
H (-3.68, -5.12, 0.87)
H (-2.37, -5.18, -1.01)
C (6.18, -0.92, -2.68)
O (5.18, -1.91, -2.51)
H (7.11, -1.41, -2.99)
H (5.86, -0.22, -3.46)
H (6.33, -0.39, -1.74)
H (4.36, -1.45, -2.24)

SMILES = CCCN[C@@]1(CCC(=O)O)[C@@](S)(CCCS(=O)(=O)O)OC(=O)[C@]1(N)I.CO.CO.CO.CO
highest occupied orbital energy = -0.3194 hartree
multiplicity = 1
ΔE to the lowest compared entry with this formula, charge and spin = 934.56 kJ/mol
LUMO energy = -0.46 eV

***

Entry from OMol25: a structure of composition C13H24BCl3GeOSi at a distorted geometry (ωB97M-V/def2-TZVPD).

Geometry (Å):
Cl (0.15, -3.35, -2.07)
B (1.78, -2.96, -1.27)
Cl (3.07, -4.07, -1.97)
Cl (2.22, -1.20, -1.61)
O (1.69, -3.17, 0.18)
C (2.78, -2.96, 0.94)
C (2.74, -3.14, 2.32)
C (3.86, -2.93, 3.16)
C (3.76, -3.13, 4.52)
C (2.56, -3.54, 5.08)
C (1.45, -3.76, 4.27)
C (1.53, -3.56, 2.92)
H (3.68, -2.64, 0.44)
H (4.79, -2.61, 2.73)
H (4.62, -2.97, 5.15)
H (2.49, -3.70, 6.14)
H (0.52, -4.08, 4.71)
H (0.69, -3.73, 2.28)
C (-3.94, 1.90, 0.75)
Si (-2.32, 2.60, 0.10)
C (-1.83, 4.17, 1.01)
H (-1.27, 1.60, 0.32)
C (-2.41, 2.90, -1.75)
Ge (-1.13, 1.83, -2.76)
C (-1.32, 2.23, -4.66)
C (0.67, 2.27, -2.18)
C (-1.48, -0.06, -2.45)
H (-4.73, 2.62, 0.58)
H (-4.19, 0.98, 0.23)
H (-3.87, 1.69, 1.82)
H (-2.59, 4.92, 0.85)
H (-1.74, 3.98, 2.08)
H (-0.88, 4.55, 0.65)
H (-3.41, 2.66, -2.11)
H (-2.22, 3.95, -1.96)
H (-0.62, 1.64, -5.24)
H (-2.33, 1.99, -4.99)
H (-1.13, 3.28, -4.84)
H (1.40, 1.69, -2.74)
H (0.86, 3.33, -2.35)
H (0.78, 2.05, -1.12)
H (-0.78, -0.67, -3.02)
H (-1.38, -0.29, -1.39)
H (-2.49, -0.30, -2.76)

highest occupied orbital energy = -0.3452 hartree
multiplicity = 1
ΔE to the lowest compared entry with this formula, charge and spin = 0.00 kJ/mol
LUMO energy = -2.49 eV

***

Entry from OMol25: a structure of composition C32H36F3HgN2O4P2S2 (ωB97M-V/def2-TZVPD).

Geometry (Å):
Hg (1.97, -1.71, 1.11)
C (-3.33, 0.73, -5.01)
S (-4.02, -0.64, -4.06)
C (-3.67, -0.05, -2.39)
C (-2.19, -0.05, -2.03)
C (-1.96, 0.47, -0.60)
N (-0.73, -0.03, 0.05)
P (0.82, 0.61, -0.27)
C (0.87, 0.67, -2.10)
C (0.45, 1.76, -2.87)
C (0.45, 1.68, -4.25)
C (0.85, 0.52, -4.89)
C (1.27, -0.57, -4.14)
C (1.29, -0.48, -2.75)
C (0.80, 2.36, 0.19)
C (-0.06, 2.87, 1.15)
C (0.05, 4.19, 1.58)
C (1.03, 5.01, 1.06)
C (1.92, 4.51, 0.11)
C (1.80, 3.20, -0.32)
P (-0.76, -1.45, 0.99)
C (-1.53, -2.68, -0.13)
C (-2.90, -2.91, -0.22)
C (-3.41, -3.73, -1.21)
C (-2.56, -4.35, -2.12)
C (-1.19, -4.15, -2.02)
C (-0.68, -3.33, -1.03)
C (-2.00, -1.28, 2.29)
C (-2.39, -2.43, 2.97)
C (-3.26, -2.34, 4.04)
C (-3.75, -1.10, 4.44)
C (-3.36, 0.05, 3.77)
C (-2.48, -0.04, 2.71)
H (-3.53, 0.53, -6.06)
H (-2.26, 0.82, -4.87)
H (-3.82, 1.66, -4.74)
H (-4.23, -0.71, -1.72)
H (-4.11, 0.95, -2.28)
H (-1.65, 0.56, -2.75)
H (-1.80, -1.06, -2.12)
H (-2.81, 0.18, 0.02)
H (-1.93, 1.56, -0.58)
H (0.12, 2.67, -2.38)
H (0.12, 2.54, -4.83)
H (0.83, 0.46, -5.97)
H (1.59, -1.48, -4.62)
H (1.63, -1.33, -2.17)
H (-0.79, 2.22, 1.60)
H (-0.63, 4.56, 2.34)
H (1.12, 6.03, 1.40)
H (2.70, 5.14, -0.29)
H (2.50, 2.82, -1.06)
H (-3.58, -2.42, 0.47)
H (-4.48, -3.89, -1.28)
H (-2.96, -4.99, -2.89)
H (-0.52, -4.64, -2.72)
H (0.39, -3.18, -0.96)
H (-2.01, -3.40, 2.67)
H (-3.56, -3.24, 4.57)
H (-4.43, -1.04, 5.28)
H (-3.72, 1.01, 4.09)
H (-2.15, 0.86, 2.21)
C (4.50, 1.03, 1.06)
N (5.68, 0.21, 0.88)
C (6.93, 0.84, 0.45)
C (5.63, -1.12, 1.03)
O (4.64, -1.79, 1.33)
H (4.78, 1.98, 1.51)
H (3.81, 0.53, 1.74)
H (4.00, 1.23, 0.10)
H (6.72, 1.87, 0.20)
H (7.33, 0.35, -0.44)
H (7.68, 0.82, 1.24)
H (6.61, -1.61, 0.87)
F (-0.52, -0.36, 5.43)
C (0.65, -0.87, 5.02)
F (0.39, -2.05, 4.43)
F (1.41, -1.10, 6.09)
S (1.49, 0.26, 3.84)
O (1.68, 1.48, 4.57)
O (0.54, 0.32, 2.73)
O (2.68, -0.49, 3.46)

expectation value of S² = 0.76
highest occupied orbital energy (spin up / spin down) = -0.2482 / -0.3049 hartree
multiplicity = 2
LUMO energy (spin up / spin down) = 0.34 / -1.26 eV

***

Entry from OMol25: the ion C9H13N4 with charge +1 at a distorted geometry (ωB97M-V/def2-TZVPD).

Geometry (Å):
C (0.06, 1.40, -2.37)
C (-0.38, 0.27, -3.06)
C (-0.26, 0.55, -0.20)
C (-1.07, -1.18, -4.78)
C (-1.51, -2.11, -3.83)
C (1.73, -0.25, 0.98)
C (-0.71, -1.00, 1.51)
C (-0.11, 1.32, 2.04)
C (0.16, 0.18, 1.10)
N (-0.61, -0.01, -4.33)
N (-1.25, -1.81, -2.55)
N (-0.65, -0.79, -2.24)
N (0.16, 1.45, -1.02)
H (0.73, 2.05, -3.01)
H (-1.02, -1.44, -5.86)
H (-2.07, -3.11, -3.96)
H (2.16, -0.32, 2.06)
H (1.74, -1.27, 0.44)
H (2.36, 0.52, 0.41)
H (-0.88, -1.71, 0.66)
H (-0.28, -1.43, 2.47)
H (-1.78, -0.73, 1.71)
H (-0.33, 1.05, 3.08)
H (0.83, 1.92, 2.12)
H (-0.82, 2.09, 1.46)
H (0.29, 2.32, -0.47)

highest occupied orbital energy (spin up / spin down) = -0.4556 / -0.4513 hartree
multiplicity = 1
ΔE to the lowest compared entry with this formula, charge and spin = 719.73 kJ/mol
total charge = +1
LUMO energy (spin up / spin down) = -5.00 / -5.82 eV

***

Entry from OMol25: the ion C6H12N4 with charge +2 at a distorted geometry (ωB97M-V/def2-TZVPD).

Geometry (Å):
C (0.43, 0.62, -2.38)
C (1.57, 0.37, -1.51)
N (2.73, 0.36, -2.03)
C (1.48, 0.11, -0.09)
N (0.02, -0.12, 0.37)
C (-0.39, -0.34, 1.63)
N (-1.68, -0.25, 1.64)
C (-2.55, -0.55, 2.73)
C (-2.04, 0.05, 0.37)
N (-1.04, 0.16, -0.52)
H (-0.15, 1.55, -1.88)
H (-0.11, -0.31, -2.12)
H (0.71, 0.59, -3.30)
H (2.72, 0.73, -3.02)
H (3.71, 0.07, -1.72)
H (1.98, -0.94, -0.06)
H (1.92, 0.77, 0.64)
H (0.23, -0.67, 2.40)
H (-2.11, -0.70, 3.67)
H (-3.27, 0.20, 2.86)
H (-3.11, -1.41, 2.43)
H (-3.14, 0.15, 0.16)

SMILES = CC(=[NH2+])C[n+]1cn(C)cn1
highest occupied orbital energy = -0.7027 hartree
multiplicity = 1
ΔE to the lowest compared entry with this formula, charge and spin = 142.39 kJ/mol
total charge = +2
LUMO energy = -7.93 eV

***

Entry from OMol25: the ion C14H22NO with charge +1 at a distorted geometry (ωB97M-V/def2-TZVPD).

Geometry (Å):
C (-2.07, -1.68, 0.51)
C (-0.84, -1.67, 1.41)
C (-0.82, -0.38, 2.26)
C (-0.37, 0.78, 1.39)
C (-0.89, 2.17, 1.75)
C (0.19, 3.12, 1.21)
C (1.49, 2.40, 1.59)
N (1.13, 0.95, 1.37)
O (0.41, -1.64, 0.75)
C (0.57, -2.45, -0.42)
C (0.52, -1.57, -1.64)
C (1.54, -0.62, -1.79)
C (1.54, 0.26, -2.87)
C (0.52, 0.20, -3.80)
C (-0.50, -0.75, -3.67)
C (-0.49, -1.63, -2.59)
H (-2.07, -0.88, -0.22)
H (-2.94, -1.59, 1.15)
H (-2.17, -2.63, 0.00)
H (-0.90, -2.51, 2.10)
H (-1.83, -0.14, 2.57)
H (-0.16, -0.50, 3.11)
H (-0.65, 0.64, 0.35)
H (-1.79, 2.39, 1.18)
H (-1.02, 2.33, 2.81)
H (0.19, 3.20, 0.13)
H (0.13, 4.08, 1.70)
H (2.32, 2.61, 0.93)
H (1.82, 2.56, 2.61)
H (1.56, 0.32, 2.05)
H (1.50, 0.66, 0.47)
H (1.56, -2.89, -0.36)
H (-0.14, -3.28, -0.46)
H (2.36, -0.58, -1.08)
H (2.34, 0.98, -2.97)
H (0.50, 0.87, -4.64)
H (-1.29, -0.80, -4.40)
H (-1.27, -2.36, -2.48)

SMILES = C[C@H](C[C@H]1CCC[NH2+]1)OCc1ccccc1
highest occupied orbital energy = -0.4512 hartree
multiplicity = 1
ΔE to the lowest compared entry with this formula, charge and spin = 10.38 kJ/mol
total charge = +1
LUMO energy = -2.59 eV

***

Entry from OMol25: a cluster of 2 separate species, C4H9N3 in total at a distorted geometry (ωB97M-V/def2-TZVPD).

Geometry (Å):
C (-0.77, 0.81, -1.65)
N (0.05, 1.16, -0.58)
C (0.76, -0.69, 0.58)
C (-0.16, 0.51, 0.65)
N (2.10, -0.60, 0.86)
C (-1.36, 0.38, 1.25)
N (0.33, -1.77, -0.09)
H (1.10, 0.82, -0.73)
H (2.31, -0.38, 1.82)
H (2.66, 0.08, 0.36)
H (-0.40, -2.28, 0.41)
H (-1.77, 1.23, -1.52)
H (-0.41, 1.28, -2.57)
H (-0.59, -0.83, -1.41)
H (-2.26, 0.77, 0.79)
H (-1.59, -0.50, 1.84)

highest occupied orbital energy (spin up / spin down) = -0.2984 / -0.2985 hartree
multiplicity = 1
ΔE to the lowest compared entry with this formula, charge and spin = 626.15 kJ/mol
LUMO energy (spin up / spin down) = 0.37 / 0.37 eV

***

Entry from OMol25: a cluster of 6 separate species, C31H44ClFN9O in total at a distorted geometry (ωB97M-V/def2-TZVPD).

Geometry (Å):
C (-1.35, -4.77, -0.57)
C (-2.17, -4.20, 0.61)
C (-3.29, -5.13, 1.13)
N (-1.95, -3.07, 1.20)
C (-2.16, -1.89, 0.38)
C (-3.61, -1.58, -0.11)
C (-3.78, -1.72, -1.64)
O (-3.66, -0.82, -2.33)
F (-4.10, -2.93, -2.13)
C (-1.02, -1.50, -0.67)
N (-0.83, -0.05, -0.51)
C (-0.81, 0.03, 0.93)
N (0.00, 0.68, 1.67)
C (1.06, 1.55, 1.09)
C (0.50, 2.84, 0.41)
C (1.76, 3.73, 0.08)
Cl (2.19, 3.49, -1.67)
N (-1.84, -0.78, 1.36)
H (-0.46, -4.14, -0.76)
H (-0.96, -5.76, -0.26)
H (-1.96, -4.92, -1.48)
H (-2.85, -6.15, 1.15)
H (-4.13, -5.17, 0.42)
H (-3.57, -4.90, 2.17)
H (-3.87, -0.53, 0.10)
H (-4.38, -2.20, 0.41)
H (-1.10, -1.88, -1.70)
H (-0.13, -2.03, -0.26)
H (-1.64, 0.46, -0.85)
H (-0.04, 0.64, 2.69)
H (1.66, 1.02, 0.33)
H (1.75, 1.82, 1.91)
H (-0.16, 3.40, 1.10)
H (-0.05, 2.61, -0.52)
H (2.63, 3.37, 0.65)
H (1.58, 4.79, 0.30)
H (-2.62, -0.36, 1.85)
N (2.56, 3.77, -4.91)
C (2.21, 4.31, -6.12)
C (2.76, 3.53, -7.10)
C (3.45, 2.47, -6.46)
C (3.31, 2.65, -5.11)
H (2.30, 4.14, -4.01)
H (1.61, 5.21, -6.17)
H (2.66, 3.69, -8.16)
H (4.00, 1.67, -6.94)
H (3.68, 2.07, -4.28)
N (0.99, -4.86, 1.99)
C (1.66, -6.04, 1.87)
C (2.91, -5.88, 2.41)
C (2.99, -4.54, 2.88)
C (1.80, -3.94, 2.61)
H (0.06, -4.68, 1.67)
H (1.20, -6.90, 1.41)
H (3.68, -6.63, 2.46)
H (3.84, -4.08, 3.37)
H (1.45, -2.94, 2.80)
N (-0.93, 0.25, 5.45)
C (-1.71, 1.04, 6.26)
C (-1.29, 0.86, 7.55)
C (-0.22, -0.07, 7.52)
C (-0.01, -0.43, 6.22)
H (-1.02, 0.18, 4.45)
H (-2.49, 1.66, 5.84)
H (-1.71, 1.34, 8.42)
H (0.34, -0.44, 8.37)
H (0.70, -1.10, 5.77)
N (5.64, 4.18, -9.01)
C (5.65, 5.15, -9.99)
C (6.96, 5.40, -10.31)
C (7.76, 4.56, -9.51)
C (6.92, 3.82, -8.72)
H (4.81, 3.80, -8.58)
H (4.73, 5.56, -10.36)
H (7.29, 6.11, -11.05)
H (8.84, 4.50, -9.51)
H (7.13, 3.06, -7.98)
N (-6.45, 0.76, 4.83)
C (-7.23, 0.70, 5.96)
C (-6.48, 0.16, 6.96)
C (-5.19, -0.12, 6.43)
C (-5.20, 0.26, 5.12)
H (-6.75, 1.11, 3.94)
H (-8.25, 1.05, 5.94)
H (-6.81, -0.02, 7.97)
H (-4.35, -0.55, 6.96)
H (-4.44, 0.23, 4.36)

highest occupied orbital energy = -0.3334 hartree
multiplicity = 1
total charge = +1
LUMO energy = -3.77 eV

***

Entry from OMol25: the molecule C12H20N2O4 at a distorted geometry (ωB97M-V/def2-TZVPD).

Geometry (Å):
C (3.79, 0.29, 2.65)
C (2.88, 0.83, 1.57)
C (1.42, 0.36, 1.51)
N (0.74, 0.12, 0.25)
C (-0.72, -0.07, 0.34)
C (-1.12, -1.41, -0.28)
C (-2.54, -1.88, 0.11)
N (-3.50, -0.84, -0.26)
C (-4.06, -0.58, -1.45)
O (-3.86, -1.43, -2.38)
C (-5.02, 0.57, -1.38)
O (-5.02, 0.90, 0.03)
C (-4.13, 0.01, 0.64)
O (-3.81, -0.04, 1.81)
C (1.43, 0.71, -0.88)
C (2.92, 0.27, -0.90)
C (3.55, 0.77, -2.15)
O (3.54, 0.78, 0.26)
H (4.43, 1.01, 3.14)
H (4.41, -0.45, 2.15)
H (3.26, -0.30, 3.38)
H (2.72, 1.91, 1.65)
H (0.75, 1.13, 2.07)
H (1.37, -0.57, 1.97)
H (-1.05, -0.12, 1.35)
H (-1.18, 0.89, -0.17)
H (-0.36, -2.23, 0.10)
H (-1.03, -1.31, -1.31)
H (-2.48, -2.06, 1.23)
H (-2.83, -2.89, -0.38)
H (-4.62, 1.46, -1.92)
H (-6.04, 0.33, -1.74)
H (0.91, 0.46, -1.79)
H (1.33, 1.81, -0.74)
H (2.95, -0.82, -0.81)
H (4.60, 0.39, -2.22)
H (3.39, 1.77, -2.50)
H (3.00, 0.20, -2.94)

SMILES = C[C@@H]1CN(CCCN2C(=O)COC2=O)C[C@@H](C)O1
highest occupied orbital energy = -0.2890 hartree
multiplicity = 1
ΔE to the lowest compared entry with this formula, charge and spin = 273.75 kJ/mol
LUMO energy = 0.62 eV

***

Entry from OMol25: a structure of composition C5H11N2 at a distorted geometry (ωB97M-V/def2-TZVPD).

Geometry (Å):
C (-1.39, -0.35, 0.08)
C (-0.15, 0.82, -0.80)
C (0.04, -0.51, -0.06)
C (0.55, -1.68, -0.89)
C (0.78, -0.40, 1.27)
N (-2.57, -0.12, 0.22)
N (0.24, 2.08, -0.17)
H (-0.26, 0.84, -1.86)
H (1.64, -1.70, -0.86)
H (0.24, -1.59, -1.93)
H (0.18, -2.62, -0.49)
H (1.80, -0.03, 1.11)
H (0.85, -1.39, 1.72)
H (0.26, 0.24, 1.99)
H (-3.23, -0.75, 0.67)
H (1.13, 2.42, -0.54)
H (0.36, 1.91, 0.84)
H (-0.48, 2.80, -0.31)

highest occupied orbital energy = -0.4476 hartree
multiplicity = 1
ΔE to the lowest compared entry with this formula, charge and spin = 295.91 kJ/mol
total charge = +1
LUMO energy = -3.43 eV

***

Entry from OMol25: the molecule C4H8N2O at a distorted geometry (ωB97M-V/def2-TZVPD).

Geometry (Å):
C (3.31, -0.21, 0.55)
C (-0.05, 0.54, -0.81)
C (-1.91, 0.53, 0.40)
C (-1.29, -0.32, -0.57)
N (2.37, 0.39, -0.16)
N (0.96, -0.12, -0.27)
O (-1.01, -1.57, 0.00)
H (4.34, 0.12, 0.35)
H (-1.93, 1.63, 0.02)
H (-1.36, 0.61, 1.41)
H (-2.97, 0.22, 0.74)
H (-1.97, -0.38, -1.52)
H (2.37, 1.36, -0.70)
H (0.97, -1.01, 0.18)
H (-1.83, -1.77, 0.38)

highest occupied orbital energy = -0.3180 hartree
multiplicity = 1
ΔE to the lowest compared entry with this formula, charge and spin = 687.71 kJ/mol
LUMO energy = 0.74 eV